{
  "formula": "C32H33As2FeN8O8S",
  "method": "ωB97M-V/def2-TZVPD",
  "species": ["Fe", "C", "N", "C", "C", "N", "C", "C", "C", "C", "C", "C", "N", "C", "N", "C", "C", "C", "C", "C", "C", "N", "H", "H", "H", "H", "H", "H", "H", "H", "H", "H", "H", "H", "H", "H", "H", "S", "N", "C", "N", "C", "N", "C", "O", "C", "O", "C", "C", "As", "C", "C", "C", "As", "C", "C", "O", "O", "C", "C", "O", "O", "C", "C", "O", "O", "C", "H", "H", "H", "H", "H", "H", "H", "H", "H", "H", "H", "H", "H", "H", "H", "H", "H", "H"],
  "positions_angstrom": [[-0.670, 1.438, 0.571], [2.146, 2.252, 0.993], [1.233, 1.147, 1.319], [1.242, 0.650, 2.694], [-0.169, 0.540, 3.158], [-1.135, 1.150, 2.526], [-2.305, 0.827, 3.215], [-3.623, 1.188, 2.960], [-4.587, 0.699, 3.820], [-4.253, -0.129, 4.903], [-2.945, -0.493, 5.162], [-1.983, 0.005, 4.293], [-0.601, -0.151, 4.237], [1.356, 3.448, 0.567], [0.094, 3.580, 0.863], [-0.300, 4.778, 0.265], [-1.544, 5.399, 0.238], [-1.652, 6.585, -0.459], [-0.545, 7.156, -1.105], [0.701, 6.558, -1.072], [0.792, 5.359, -0.379], [1.855, 4.489, -0.145], [2.831, 1.931, 0.206], [2.752, 2.521, 1.865], [1.480, 0.334, 0.724], [1.784, 1.332, 3.355], [1.737, -0.328, 2.740], [-3.864, 1.806, 2.107], [-5.626, 0.949, 3.651], [-5.039, -0.499, 5.547], [-2.691, -1.142, 5.989], [-0.042, -0.780, 4.786], [-2.397, 4.945, 0.724], [-2.614, 7.070, -0.539], [-0.677, 8.075, -1.659], [1.549, 6.993, -1.583], [2.755, 4.507, -0.591], [0.104, 1.046, -1.538], [-2.481, 1.912, -0.035], [-3.163, 2.577, -0.714], [-4.056, 3.220, -1.349], [-3.874, 4.262, -2.124], [-3.817, 5.191, -2.815], [5.712, -1.336, 0.809], [4.323, -1.632, 0.814], [3.588, -0.958, -0.122], [4.102, -0.056, -0.784], [2.202, -1.323, -0.110], [1.713, -2.488, 0.583], [2.372, -4.091, -0.340], [1.424, -5.576, 0.521], [1.099, -3.706, -1.809], [0.318, -2.537, -1.983], [1.178, -0.855, -1.644], [2.351, -0.597, -3.147], [-0.957, -2.493, -2.655], [-1.829, -3.339, -2.667], [-1.136, -1.273, -3.260], [-2.447, -0.958, -3.700], [1.120, -4.788, -2.755], [1.687, -5.862, -2.566], [0.530, -4.515, -3.951], [0.479, -5.606, -4.853], [0.403, -2.566, 1.217], [0.020, -3.473, 1.928], [-0.421, -1.494, 0.975], [-1.810, -1.832, 1.136], [6.157, -2.027, 1.521], [5.900, -0.306, 1.116], [6.144, -1.485, -0.180], [1.748, -5.646, 1.559], [1.707, -6.471, -0.031], [0.348, -5.433, 0.490], [2.980, -1.483, -3.208], [2.950, 0.299, -3.022], [1.698, -0.530, -4.017], [-2.548, 0.123, -3.622], [-3.194, -1.460, -3.087], [-2.578, -1.269, -4.739], [-0.054, -5.236, -5.726], [-0.057, -6.450, -4.417], [1.479, -5.940, -5.132], [-2.376, -0.935, 0.911], [-2.012, -2.174, 2.150], [-2.065, -2.619, 0.425]],
  "mulliken_spin": [2.0523, 0.0096, -0.0320, 0.0063, -0.0067, -0.0230, 0.0154, 0.0026, 0.0002, 0.0010, -0.0002, 0.0011, 0.0040, -0.0059, 0.0273, 0.0072, 0.0010, -0.0003, -0.0004, 0.0003, -0.0042, 0.0022, -0.0056, -0.0004, 0.0169, 0.0006, 0.0072, 0.0019, -0.0001, 0.0000, 0.0001, -0.0003, 0.0008, 0.0000, -0.0001, 0.0003, 0.0009, -0.0432, -0.0321, 0.0066, 0.0008, -0.0004, 0.0002, -0.0003, 0.0065, -0.0336, 0.0381, -0.0707, 0.6682, -0.0327, 0.0435, 0.4626, 0.2278, 0.1678, 0.0577, -0.0348, 0.0811, 0.0060, -0.0010, 0.0854, 0.1094, 0.0131, -0.0049, 0.0915, 0.1179, -0.0296, 0.0381, -0.0002, 0.0004, 0.0009, -0.0017, -0.0028, -0.0039, -0.0010, 0.0010, 0.0033, 0.0018, 0.0001, 0.0014, 0.0001, 0.0024, 0.0019, -0.0261, 0.0017, 0.0015],
  "total_charge": -1,
  "spin_multiplicity": 5
}

---

{
  "formula": "C13H42BO11",
  "method": "ωB97M-V/def2-TZVPD",
  "species": ["B", "H", "H", "H", "H", "C", "C", "O", "O", "H", "H", "H", "H", "H", "H", "C", "C", "O", "O", "H", "H", "H", "H", "H", "H", "C", "C", "O", "O", "H", "H", "H", "H", "H", "H", "C", "C", "O", "O", "H", "H", "H", "H", "H", "H", "C", "C", "O", "O", "H", "H", "H", "H", "H", "H", "C", "C", "C", "O", "H", "H", "H", "H", "H", "H", "H", "H"],
  "positions_angstrom": [[-0.547, -0.814, 0.295], [-1.143, -0.286, 1.023], [-0.623, -1.860, 0.550], [-0.958, -0.629, -0.685], [0.469, -0.479, 0.434], [-0.979, 2.960, 2.174], [-1.182, 1.452, 1.728], [-0.418, 1.174, 0.521], [-1.852, 3.784, 1.429], [0.084, 3.160, 2.039], [-1.203, 2.987, 3.241], [-2.217, 1.138, 1.592], [-0.841, 0.863, 2.579], [-0.555, 0.239, 0.353], [-1.637, 3.672, 0.500], [-2.142, -0.098, -2.859], [-1.199, -0.225, -4.086], [0.044, 0.362, -3.898], [-1.873, -1.081, -1.939], [-3.172, -0.175, -3.208], [-2.020, 0.897, -2.431], [-1.627, 0.235, -4.976], [-1.198, -1.283, -4.344], [0.568, -0.339, -3.504], [-1.733, -0.626, -1.105], [1.715, -2.841, 0.690], [0.923, -3.257, -0.573], [0.534, -2.120, -1.317], [0.938, -2.181, 1.672], [2.532, -2.165, 0.439], [2.213, -3.675, 1.185], [0.002, -3.654, -0.145], [1.466, -3.997, -1.160], [-0.140, -1.646, -0.824], [0.290, -1.617, 1.243], [-3.508, -0.424, -0.191], [-3.500, -1.155, 1.159], [-2.452, -2.035, 1.266], [-2.561, 0.636, -0.297], [-4.461, 0.049, -0.425], [-3.203, -1.106, -0.984], [-4.436, -1.660, 1.396], [-3.236, -0.411, 1.910], [-1.605, -1.594, 1.162], [-1.699, 0.220, -0.225], [1.795, 1.284, -0.691], [0.957, 0.886, -1.963], [0.911, 1.904, -2.925], [1.091, 2.214, 0.083], [2.799, 1.706, -0.733], [1.799, 0.348, -0.132], [-0.082, 0.626, -1.759], [1.440, 0.007, -2.390], [0.300, 1.520, -3.558], [0.313, 1.833, 0.497], [1.825, 0.335, 2.402], [3.399, 0.497, 2.249], [3.966, 0.388, 0.801], [3.804, 1.730, 2.757], [1.262, -0.496, 1.975], [1.338, 1.287, 2.194], [1.636, 0.223, 3.470], [3.731, -0.378, 2.808], [5.025, 0.133, 0.757], [3.804, 1.373, 0.363], [3.466, -0.324, 0.145], [3.563, 2.506, 2.245]],
  "nbo_charge": [-0.9980, 0.1347, 0.0943, 0.0513, 0.1465, -0.0795, -0.1620, -0.6829, -0.7275, 0.1940, 0.1712, 0.2292, 0.1776, 0.4258, 0.4802, -0.1115, -0.0893, -0.6996, -0.7417, 0.1608, 0.2025, 0.1644, 0.1742, 0.5139, 0.4639, -0.0925, -0.1049, -0.7660, -0.7730, 0.1581, 0.1717, 0.1727, 0.1801, 0.4967, 0.4889, -0.1677, -0.0903, -0.7645, -0.7820, 0.1782, 0.2240, 0.1767, 0.1524, 0.4793, 0.4817, -0.0873, -0.0632, -0.7715, -0.8256, 0.1810, 0.1444, 0.1399, 0.1044, 0.4660, 0.4371, -0.6715, 0.1137, -0.6220, -0.7437, 0.2468, 0.2023, 0.1914, 0.1672, 0.1934, 0.1972, 0.2074, 0.4806],
  "total_charge": -1,
  "de_lowest_kcal_mol": 522.10
}

---

{
  "formula": "C6H12N2",
  "method": "ωB97M-V/def2-TZVPD",
  "species": ["C", "C", "C", "C", "C", "C", "H", "H", "H", "H", "H", "H", "H", "H", "H", "H", "H", "H", "N", "N"],
  "positions_angstrom": [[1.976, -0.905, -0.509], [1.015, -0.376, 0.406], [-0.267, -1.408, 0.731], [-1.326, -0.395, 0.561], [-0.734, 0.143, -0.806], [0.632, 0.946, -0.304], [2.793, -1.650, -0.053], [1.644, -1.406, -1.491], [2.679, -0.031, -0.669], [1.454, -0.147, 1.316], [-0.147, -1.788, 1.774], [-0.395, -2.267, 0.002], [-1.285, 0.227, 1.416], [-2.957, 0.714, -0.478], [-0.418, -0.670, -1.437], [1.165, 1.210, -1.321], [1.419, 2.538, 0.615], [-0.475, 2.690, -0.001], [-2.270, -0.236, -0.543], [0.377, 2.030, 0.523]],
  "nbo_charge": [-0.6077, -0.2656, -0.3861, -0.1226, -0.1350, -0.0211, 0.2076, 0.2194, 0.2058, 0.2157, 0.1970, 0.2170, 0.1999, 0.3684, 0.1794, 0.1933, 0.3708, 0.3832, -0.5586, -0.8608],
  "de_lowest_kcal_mol": 168.49,
  "smiles": "C[C@@H]1C[C@@H]2N[C@H]2[C@H]1N"
}

---

{
  "formula": "C4H8N2O2S2",
  "method": "ωB97M-V/def2-TZVPD",
  "species": ["C", "C", "C", "C", "N", "N", "O", "O", "S", "S", "H", "H", "H", "H", "H", "H", "H", "H"],
  "positions_angstrom": [[-1.251, 0.983, -0.945], [0.459, -0.645, 0.600], [1.806, -1.143, 0.122], [0.946, -2.003, 1.002], [-2.410, 1.659, -0.878], [0.274, 0.404, 1.533], [-0.223, 3.179, -1.692], [-0.552, -1.403, -1.770], [0.154, 1.782, -1.377], [-1.041, -0.790, -0.535], [1.869, -1.430, -0.917], [2.688, -0.677, 0.525], [0.460, -2.853, 0.546], [1.228, -2.167, 2.034], [-3.306, 1.206, -0.888], [-2.335, 2.608, -1.236], [0.893, 1.190, 1.379], [0.341, 0.100, 2.496]],
  "nbo_charge": [-0.2909, -0.0795, -0.4243, -0.4267, -0.7748, -0.8420, -0.9725, -0.9610, 0.9968, 1.2594, 0.2496, 0.2261, 0.2312, 0.2193, 0.4066, 0.4284, 0.3808, 0.3735],
  "de_lowest_kcal_mol": 89.10
}

---

{
  "formula": "C15H19NO",
  "method": "ωB97M-V/def2-TZVPD",
  "species": ["C", "H", "H", "H", "C", "C", "C", "C", "C", "C", "C", "C", "N", "O", "C", "C", "H", "H", "C", "H", "H", "C", "H", "H", "C", "H", "H", "C", "H", "H", "H", "H", "H", "H", "H", "H"],
  "positions_angstrom": [[-0.688, -2.869, 0.629], [-1.314, -3.480, -0.014], [0.237, -3.417, 0.790], [-1.187, -2.746, 1.588], [-0.382, -1.500, 0.003], [-1.606, -0.616, -0.066], [-2.845, -1.214, -0.278], [-4.026, -0.498, -0.308], [-3.990, 0.872, -0.116], [-2.774, 1.490, 0.056], [-1.554, 0.785, 0.066], [-0.412, 1.659, 0.146], [0.882, 1.515, 0.116], [1.620, 2.540, 0.044], [1.583, 0.222, 0.128], [0.748, -0.857, 0.809], [1.442, -1.647, 1.097], [0.334, -0.441, 1.732], [2.061, -0.095, -1.297], [2.459, 0.831, -1.718], [1.272, -0.454, -1.955], [3.187, -1.103, -1.095], [2.777, -2.111, -1.016], [3.886, -1.094, -1.930], [3.858, -0.687, 0.226], [4.842, -0.256, 0.048], [3.994, -1.549, 0.880], [2.928, 0.354, 0.867], [3.304, 1.363, 0.697], [2.814, 0.208, 1.940], [-0.674, 2.712, 0.152], [-2.749, 2.563, 0.180], [-4.900, 1.453, -0.115], [-4.963, -1.008, -0.475], [-2.899, -2.279, -0.429], [-0.035, -1.687, -1.020]],
  "nbo_charge": [-0.5961, 0.2080, 0.2091, 0.2114, -0.2404, -0.0206, -0.1487, -0.2202, -0.2185, -0.1669, -0.0980, -0.0063, 0.1290, -0.5471, 0.0972, -0.4074, 0.2212, 0.2249, -0.4129, 0.2321, 0.2111, -0.4051, 0.1963, 0.2174, -0.4125, 0.2150, 0.2031, -0.4066, 0.2564, 0.2083, 0.2142, 0.2091, 0.2166, 0.2132, 0.2009, 0.2129],
  "de_lowest_kcal_mol": 70.21,
  "smiles": "C[C@@H]1CC2(CCCC2)[N+]([O-])=Cc2ccccc21"
}

---

{
  "formula": "C2H2NO3S",
  "method": "ωB97M-V/def2-TZVPD",
  "species": ["C", "C", "N", "O", "O", "O", "S", "H", "H"],
  "positions_angstrom": [[-1.761, -0.044, 0.622], [-0.870, 0.722, -0.186], [2.104, -0.928, -0.289], [-2.491, -0.173, 1.545], [3.150, -1.556, -0.378], [2.207, 0.294, 0.236], [-1.632, -0.632, -1.167], [-0.912, 1.733, -0.420], [0.205, 0.584, 0.037]],
  "nbo_charge": [0.5804, -0.6372, 0.2299, -0.5047, -0.5133, -0.6702, -0.0440, 0.2286, 0.3304],
  "total_charge": -1,
  "de_lowest_kcal_mol": 90.52
}

---

{
  "formula": "C22H19I2N5O2PtS2",
  "method": "ωB97M-V/def2-TZVPD",
  "species": ["Pt", "I", "C", "C", "C", "I", "C", "O", "C", "C", "N", "C", "C", "C", "C", "C", "C", "N", "C", "H", "H", "H", "H", "H", "H", "H", "H", "H", "H", "H", "O", "N", "C", "C", "C", "C", "C", "S", "H", "H", "H", "H", "S", "C", "N", "C", "C", "C", "N", "H", "H", "H", "H"],
  "positions_angstrom": [[0.288, 0.004, 0.494], [1.991, 6.303, -3.429], [1.588, 4.415, -2.756], [0.909, 3.508, -3.569], [0.632, 2.226, -3.126], [-0.391, 0.918, -4.339], [1.038, 1.821, -1.841], [0.748, 0.604, -1.439], [1.718, 2.747, -1.024], [2.202, 2.261, 0.299], [1.107, 1.790, 1.200], [-0.010, 2.724, 1.456], [-1.067, 2.523, 0.398], [-1.853, 3.521, -0.130], [-2.870, 3.179, -1.012], [-3.074, 1.848, -1.341], [-2.246, 0.890, -0.795], [-1.266, 1.232, 0.051], [1.991, 4.022, -1.479], [0.596, 3.813, -4.558], [2.862, 1.401, 0.157], [2.767, 3.038, 0.818], [1.532, 1.493, 2.078], [-0.437, 2.436, 2.420], [0.306, 3.764, 1.526], [-1.681, 4.547, 0.163], [-3.500, 3.948, -1.437], [-3.853, 1.550, -2.027], [-2.322, -0.163, -1.028], [2.534, 4.719, -0.853], [2.015, -0.722, 1.359], [1.796, -1.739, 2.242], [2.786, -2.634, 2.392], [2.643, -3.638, 3.317], [1.467, -3.716, 4.059], [0.449, -2.805, 3.848], [0.631, -1.796, 2.913], [-0.542, -0.554, 2.519], [3.646, -2.473, 1.761], [3.446, -4.347, 3.448], [1.341, -4.502, 4.791], [-0.484, -2.856, 4.390], [0.589, -2.117, -0.724], [-0.829, -3.077, -0.832], [-0.665, -4.298, -1.418], [-1.665, -5.187, -1.586], [-2.911, -4.857, -1.143], [-3.031, -3.590, -0.558], [-2.044, -2.722, -0.416], [0.267, -4.543, -1.736], [-1.401, -6.117, -2.069], [-3.747, -5.529, -1.248], [-3.995, -3.261, -0.184]],
  "nbo_charge": [1.2875, 0.2330, -0.2103, -0.2258, -0.2547, 0.1984, 0.3712, -0.7758, -0.1819, -0.2488, -0.5218, -0.2801, 0.2288, -0.2181, -0.0891, -0.2195, 0.0899, -0.4405, -0.1968, 0.2483, 0.2407, 0.2376, 0.4356, 0.2532, 0.2525, 0.2563, 0.2547, 0.2567, 0.2438, 0.2312, -0.5529, -0.0077, 0.0606, -0.2317, -0.1073, -0.2280, 0.0541, -0.0072, 0.2615, 0.2636, 0.2559, 0.2608, -0.0001, 0.2819, -0.4920, 0.1341, -0.3072, 0.1684, -0.4718, 0.4487, 0.2566, 0.2736, 0.2301],
  "total_charge": 2,
  "de_lowest_kcal_mol": 23.01
}

---

{
  "formula": "C3H10NOS",
  "method": "ωB97M-V/def2-TZVPD",
  "species": ["C", "O", "C", "C", "S", "N", "H", "H", "H", "H", "H", "H", "H", "H", "H", "H"],
  "positions_angstrom": [[0.911, -0.013, -1.216], [2.192, -0.468, -0.909], [0.031, -0.250, -0.035], [-1.371, 0.333, -0.396], [-2.205, 0.805, 1.168], [0.558, 0.285, 1.271], [0.271, -0.572, -1.986], [1.211, 0.947, -1.482], [2.506, -1.233, -1.202], [0.034, -1.326, 0.339], [-1.874, -0.545, -0.748], [-1.458, 1.280, -1.053], [-2.701, -0.290, 1.564], [1.025, -0.428, 1.873], [-0.357, 0.519, 1.817], [1.227, 0.954, 0.995]],
  "nbo_charge": [-0.1003, -0.7292, -0.0771, -0.5565, 0.0532, -0.7291, 0.2086, 0.2236, 0.4904, 0.2278, 0.2641, 0.2806, 0.1378, 0.4417, 0.4238, 0.4407],
  "total_charge": 1,
  "de_lowest_kcal_mol": 43.51,
  "smiles": "[NH3+][C@H](CO)CS"
}

---

Computed values of electronic energy (unit: Ha) for the preceding records, in sequence: -8412.703402; -1372.093480; -345.059352; -1213.482015; -712.912522; -755.995676; -2784.545077; -648.168793.